[1]
This record from the Open Molecules 2025 dataset describes a 2-piece molecular cluster, C7H17NO overall in a non-equilibrium geometry. The level of theory is wB97M-V/def2-TZVPD.

Calculated values
SMILES = CC(N)=O.CCCCC
gap between HOMO and LUMO = 10.8 eV
energy above the lowest of the compared OMol25 structures with the same formula, charge and spin = 3.449 eV

Element x y z (Å)
C (-2.70, 0.70, -0.38)
C (-2.14, -0.49, 0.38)
N (-2.16, -1.70, -0.33)
O (-1.99, -0.27, 1.54)
H (-3.55, 0.73, -1.25)
H (-1.96, 1.31, -0.81)
H (-3.01, 1.41, 0.51)
H (-1.91, -2.55, 0.01)
H (-2.25, -1.86, -1.34)
C (0.69, 2.62, -0.20)
C (0.97, 1.38, 0.54)
C (1.37, 0.05, -0.26)
C (1.64, -1.02, 0.74)
C (1.76, -2.26, -0.09)
H (1.67, 3.16, -0.29)
H (0.08, 2.56, -1.09)
H (0.30, 3.42, 0.65)
H (0.10, 1.24, 1.05)
H (1.72, 1.45, 1.24)
H (0.48, -0.38, -0.94)
H (2.08, 0.30, -1.04)
H (0.77, -1.25, 1.42)
H (2.35, -0.88, 1.48)
H (2.61, -2.22, -0.90)
H (2.07, -3.22, 0.26)
H (1.00, -2.24, -0.89)

Charges per atom according to natural (NBO) partitioning, unit e: -0.748, 0.681, -0.838, -0.584, 0.227, 0.229, 0.252, 0.386, 0.398, -0.605, -0.409, -0.376, -0.439, -0.617, 0.206, 0.210, 0.201, 0.206, 0.194, 0.176, 0.209, 0.215, 0.214, 0.188, 0.220, 0.204

=====

[2]
This record from the Open Molecules 2025 dataset describes a 2-piece molecular cluster, C7H17NO overall in a non-equilibrium geometry. The level of theory is wB97M-V/def2-TZVPD.

Calculated values
SMILES = CCC(N)=O.CC(C)C
gap between HOMO and LUMO = 10.7 eV
energy above the lowest of the compared OMol25 structures with the same formula, charge and spin = 0.839 eV

Element x y z (Å)
C (1.65, -0.52, -1.26)
C (0.55, -1.32, -1.95)
C (-0.58, -0.43, -2.37)
N (-0.29, 0.81, -2.87)
O (-1.75, -0.72, -2.14)
H (2.41, -1.03, -0.70)
H (1.37, 0.34, -0.64)
H (2.33, -0.11, -2.00)
H (0.97, -2.04, -2.72)
H (0.15, -2.05, -1.23)
H (-1.02, 1.27, -3.37)
H (0.65, 1.17, -2.92)
C (-0.21, 1.39, 1.30)
C (-0.37, 0.45, 2.51)
C (0.30, -0.90, 2.21)
C (0.15, 0.99, 3.90)
H (0.81, 1.55, 0.95)
H (-0.65, 2.38, 1.44)
H (-0.86, 1.01, 0.48)
H (-1.42, 0.27, 2.69)
H (1.36, -0.82, 1.88)
H (0.34, -1.61, 3.05)
H (-0.16, -1.48, 1.41)
H (1.04, 0.40, 4.20)
H (0.35, 2.08, 3.90)
H (-0.56, 0.76, 4.71)

Charges per atom according to natural (NBO) partitioning, unit e: -0.633, -0.515, 0.671, -0.838, -0.606, 0.227, 0.223, 0.196, 0.237, 0.237, 0.406, 0.394, -0.614, -0.225, -0.612, -0.612, 0.197, 0.210, 0.220, 0.199, 0.198, 0.208, 0.210, 0.204, 0.209, 0.209

=====

[3]
This record from the Open Molecules 2025 dataset describes C7H17NO as an isolated structure in a non-equilibrium geometry. The level of theory is wB97M-V/def2-TZVPD.

Calculated values
gap between HOMO and LUMO = 9.7 eV
energy above the lowest of the compared OMol25 structures with the same formula, charge and spin = 5.326 eV

Element x y z (Å)
C (0.98, -0.74, -0.76)
C (1.98, -1.78, -1.47)
C (1.96, 1.52, -0.57)
C (0.40, 0.50, 2.52)
C (0.53, 0.81, 1.11)
O (0.18, 1.91, 0.72)
N (1.52, 0.37, 0.18)
H (0.43, -0.13, -1.54)
H (0.15, -1.39, -0.28)
H (0.87, -2.39, -2.04)
H (2.50, -2.29, -0.58)
H (3.01, 1.28, -0.76)
H (-0.60, 0.42, 2.87)
H (2.68, -1.36, -2.14)
H (1.56, 1.78, -1.77)
H (2.03, 2.37, 0.16)
H (1.01, -0.40, 2.70)
H (0.84, 1.32, 3.22)
C (-3.11, 0.36, -0.56)
C (-2.31, -0.76, 0.19)
H (-2.82, 1.38, -0.30)
H (-3.08, 0.15, -1.60)
H (-4.19, 0.30, -0.33)
H (-1.48, -0.31, 0.82)
H (-2.06, -1.55, -0.58)
H (-2.98, -1.38, 0.79)

Charges per atom according to natural (NBO) partitioning, unit e: -0.244, -0.581, -0.413, -0.711, 0.660, -0.583, -0.497, 0.186, 0.215, 0.201, 0.218, 0.182, 0.245, 0.206, 0.185, 0.236, 0.227, 0.261, -0.620, -0.620, 0.222, 0.205, 0.202, 0.205, 0.204, 0.210

=====

[4]
This record from the Open Molecules 2025 dataset describes a 2-piece molecular cluster, C7H17NO overall in a non-equilibrium geometry. The level of theory is wB97M-V/def2-TZVPD.

Calculated values
SMILES = CCN(C)C(C)=O.CC
gap between HOMO and LUMO = 9.9 eV
energy above the lowest of the compared OMol25 structures with the same formula, charge and spin = 5.308 eV

Element x y z (Å)
C (-1.67, -0.14, 2.58)
C (-0.64, -1.16, 2.20)
N (0.25, -0.72, 1.06)
C (1.68, -1.08, 1.53)
C (0.11, -1.11, -0.34)
C (-1.04, -0.24, -0.83)
O (0.91, -1.92, -0.71)
H (-1.72, 0.69, 2.06)
H (-1.57, 0.19, 3.55)
H (-2.67, -0.57, 2.66)
H (0.21, -1.13, 3.22)
H (-1.05, -2.24, 2.08)
H (2.02, -2.06, 1.69)
H (2.46, -0.64, 0.69)
H (1.73, -0.66, 2.47)
H (-0.93, 0.20, -1.74)
H (-1.80, -1.09, -0.93)
H (-1.39, 0.69, -0.30)
C (0.64, 0.99, -3.11)
C (0.58, 2.25, -2.23)
H (-0.26, 0.79, -3.55)
H (1.48, 1.12, -3.73)
H (0.96, 0.01, -2.41)
H (1.54, 2.73, -2.32)
H (0.35, 2.20, -1.18)
H (-0.19, 2.90, -2.42)

Charges per atom according to natural (NBO) partitioning, unit e: -0.635, -0.191, -0.531, -0.398, 0.718, -0.727, -0.552, 0.213, 0.212, 0.204, 0.185, 0.200, 0.189, 0.200, 0.182, 0.242, 0.241, 0.249, -0.608, -0.630, 0.199, 0.215, 0.206, 0.208, 0.204, 0.205

=====

[5]
This record from the Open Molecules 2025 dataset describes a 2-piece molecular cluster, C7H17NOS overall in a non-equilibrium geometry. The level of theory is wB97M-V/def2-TZVPD.

Calculated values
gap between HOMO and LUMO = 7.7 eV
energy above the lowest of the compared OMol25 structures with the same formula, charge and spin = 7.858 eV

Element x y z (Å)
C (3.54, 0.45, -0.62)
C (4.93, 0.20, -0.44)
C (-1.32, -1.35, -1.38)
C (-2.95, -0.29, 1.06)
C (-1.54, 1.91, 0.83)
C (-1.80, 0.05, -1.03)
C (-1.68, 0.32, 0.49)
N (-0.50, -0.30, 1.00)
O (1.49, -1.64, 0.36)
S (1.16, -0.18, 0.35)
H (3.13, 0.05, -1.61)
H (5.56, -0.40, -1.10)
H (5.22, -0.10, 0.66)
H (5.38, 1.23, -0.30)
H (-1.51, -2.11, -0.49)
H (-1.57, -1.75, -2.39)
H (-0.22, -1.45, -1.39)
H (-3.69, 0.55, 1.19)
H (-3.31, -0.98, 0.33)
H (-2.80, -0.87, 2.01)
H (-0.70, 2.19, 0.24)
H (-2.45, 2.41, 0.35)
H (-1.50, 2.14, 1.88)
H (-1.04, 0.63, -1.67)
H (-2.79, 0.24, -1.29)
H (-0.72, -1.18, 1.27)
H (1.67, 0.25, 1.69)

Charges per atom according to natural (NBO) partitioning, unit e: -0.046, -0.832, -0.625, -0.623, -0.604, -0.438, 0.136, -0.858, -0.979, 1.225, 0.119, 0.204, 0.281, 0.310, 0.196, 0.222, 0.217, 0.222, 0.212, 0.216, 0.203, 0.194, 0.217, 0.202, 0.203, 0.375, 0.051

=====

[6]
This record from the Open Molecules 2025 dataset describes a 2-piece molecular cluster, C7H17NOS overall in a non-equilibrium geometry. The level of theory is wB97M-V/def2-TZVPD.

Calculated values
gap between HOMO and LUMO = 9.4 eV
energy above the lowest of the compared OMol25 structures with the same formula, charge and spin = 4.082 eV

Element x y z (Å)
C (2.06, 0.97, -0.83)
C (-1.02, 0.57, 1.70)
C (-0.80, 2.34, 0.02)
C (-2.39, -2.11, -1.10)
C (2.79, -1.26, 0.67)
C (-1.48, 0.07, -0.69)
C (-1.03, 1.10, 0.31)
N (-1.95, -1.18, -0.12)
O (3.90, 1.15, 1.21)
S (2.64, 0.58, 0.94)
H (1.07, 0.66, -0.91)
H (2.15, 2.08, -0.94)
H (-2.05, 0.40, 2.07)
H (-0.43, 1.18, 2.44)
H (-0.57, -0.40, 1.61)
H (2.74, 0.56, -1.54)
H (-0.28, 2.90, 0.72)
H (-0.77, 2.75, -1.04)
H (-1.68, -2.07, -1.91)
H (-2.20, -3.16, -0.84)
H (-3.24, -1.87, -1.65)
H (2.55, -1.41, -0.37)
H (3.81, -1.55, 1.13)
H (1.99, -1.71, 1.18)
H (-2.38, 0.48, -1.20)
H (-0.75, -0.08, -1.40)
H (-2.71, -1.00, 0.55)

Charges per atom according to natural (NBO) partitioning, unit e: -0.809, -0.656, -0.413, -0.426, -0.830, -0.261, 0.016, -0.627, -0.982, 1.259, 0.218, 0.234, 0.212, 0.225, 0.228, 0.215, 0.198, 0.192, 0.188, 0.208, 0.177, 0.224, 0.254, 0.225, 0.179, 0.196, 0.356

=====

Which value of energy above the lowest of the compared OMol25 structures with the same formula, charge and spin does entry 2 give?
0.839 eV

=====

Copy entry 5 word for word.
This record from the Open Molecules 2025 dataset describes a 2-piece molecular cluster, C7H17NOS overall in a non-equilibrium geometry. The level of theory is wB97M-V/def2-TZVPD.

Calculated values
gap between HOMO and LUMO = 7.7 eV
energy above the lowest of the compared OMol25 structures with the same formula, charge and spin = 7.858 eV

Element x y z (Å)
C (3.54, 0.45, -0.62)
C (4.93, 0.20, -0.44)
C (-1.32, -1.35, -1.38)
C (-2.95, -0.29, 1.06)
C (-1.54, 1.91, 0.83)
C (-1.80, 0.05, -1.03)
C (-1.68, 0.32, 0.49)
N (-0.50, -0.30, 1.00)
O (1.49, -1.64, 0.36)
S (1.16, -0.18, 0.35)
H (3.13, 0.05, -1.61)
H (5.56, -0.40, -1.10)
H (5.22, -0.10, 0.66)
H (5.38, 1.23, -0.30)
H (-1.51, -2.11, -0.49)
H (-1.57, -1.75, -2.39)
H (-0.22, -1.45, -1.39)
H (-3.69, 0.55, 1.19)
H (-3.31, -0.98, 0.33)
H (-2.80, -0.87, 2.01)
H (-0.70, 2.19, 0.24)
H (-2.45, 2.41, 0.35)
H (-1.50, 2.14, 1.88)
H (-1.04, 0.63, -1.67)
H (-2.79, 0.24, -1.29)
H (-0.72, -1.18, 1.27)
H (1.67, 0.25, 1.69)

Charges per atom according to natural (NBO) partitioning, unit e: -0.046, -0.832, -0.625, -0.623, -0.604, -0.438, 0.136, -0.858, -0.979, 1.225, 0.119, 0.204, 0.281, 0.310, 0.196, 0.222, 0.217, 0.222, 0.212, 0.216, 0.203, 0.194, 0.217, 0.202, 0.203, 0.375, 0.051

=====

Which value of energy above the lowest of the compared OMol25 structures with the same formula, charge and spin does entry 2 give?
0.839 eV

=====

Repeat the second record exactly.
This record from the Open Molecules 2025 dataset describes a 2-piece molecular cluster, C7H17NO overall in a non-equilibrium geometry. The level of theory is wB97M-V/def2-TZVPD.

Calculated values
SMILES = CCC(N)=O.CC(C)C
gap between HOMO and LUMO = 10.7 eV
energy above the lowest of the compared OMol25 structures with the same formula, charge and spin = 0.839 eV

Element x y z (Å)
C (1.65, -0.52, -1.26)
C (0.55, -1.32, -1.95)
C (-0.58, -0.43, -2.37)
N (-0.29, 0.81, -2.87)
O (-1.75, -0.72, -2.14)
H (2.41, -1.03, -0.70)
H (1.37, 0.34, -0.64)
H (2.33, -0.11, -2.00)
H (0.97, -2.04, -2.72)
H (0.15, -2.05, -1.23)
H (-1.02, 1.27, -3.37)
H (0.65, 1.17, -2.92)
C (-0.21, 1.39, 1.30)
C (-0.37, 0.45, 2.51)
C (0.30, -0.90, 2.21)
C (0.15, 0.99, 3.90)
H (0.81, 1.55, 0.95)
H (-0.65, 2.38, 1.44)
H (-0.86, 1.01, 0.48)
H (-1.42, 0.27, 2.69)
H (1.36, -0.82, 1.88)
H (0.34, -1.61, 3.05)
H (-0.16, -1.48, 1.41)
H (1.04, 0.40, 4.20)
H (0.35, 2.08, 3.90)
H (-0.56, 0.76, 4.71)

Charges per atom according to natural (NBO) partitioning, unit e: -0.633, -0.515, 0.671, -0.838, -0.606, 0.227, 0.223, 0.196, 0.237, 0.237, 0.406, 0.394, -0.614, -0.225, -0.612, -0.612, 0.197, 0.210, 0.220, 0.199, 0.198, 0.208, 0.210, 0.204, 0.209, 0.209